1.
The following is a quantum chemistry calculation of 3 unconnected molecules or ions with the total composition C16H47N6O3P3, from the OMol25 dataset.

Last column: Mulliken charge in e.
Element x y z (Å)
C1 -1.85140 4.22939 -1.30833  -0.961
N1 -2.59730 3.02151 -1.59900  0.210
C2 -3.95736 3.09048 -1.08783  -1.148
P1 -1.91201 1.48489 -1.52629  0.341
O1 -2.79873 0.60102 -2.31217  -0.704
N2 -0.47469 1.52836 -2.45859  0.261
C3 -0.44807 2.41431 -3.61545  -0.967
C4 -0.05310 0.16398 -2.74272  -0.887
N3 -1.27076 1.43828 0.04138  0.260
C5 0.16080 1.66759 0.24899  -0.921
C6 -1.71767 0.27907 0.83129  -0.908
H1 -1.67788 4.37650 -0.23190  0.304
H2 -2.41898 5.08657 -1.67743  0.354
H3 -0.89179 4.24718 -1.81133  0.216
H4 -3.98806 3.09968 0.01199  0.334
H5 -4.53439 2.23811 -1.44326  0.304
H6 -4.44284 3.99741 -1.45281  0.396
H7 -1.35550 2.35748 -4.22792  0.311
H8 0.40290 2.14371 -4.24368  0.368
H9 -0.28975 3.44795 -3.32381  0.241
H10 -0.64959 -0.43645 -3.44035  0.078
H11 -0.08872 -0.42119 -1.81560  0.213
H12 0.98962 0.18794 -3.06745  0.439
H13 0.79135 0.85723 -0.12164  0.286
H14 0.32895 1.75894 1.32287  0.410
H15 0.48393 2.59769 -0.20938  0.236
H16 -1.26673 -0.66105 0.49243  0.304
H17 -2.80214 0.17434 0.76855  0.330
H18 -1.46015 0.42584 1.88067  0.319
C7 5.63627 -1.26206 3.52172  -0.977
N4 4.74349 -0.65974 2.54933  0.221
C8 5.39382 -0.50535 1.25337  -1.109
P2 3.66843 0.57064 2.91529  0.143
O2 2.66617 0.67467 1.84138  -0.534
N5 2.80247 0.05235 4.31072  0.254
C9 2.60328 -1.37263 4.56278  -1.021
C10 1.53408 0.76781 4.40542  -1.269
N6 4.64012 1.77508 3.60285  0.209
C11 4.71116 1.91568 5.05498  -0.896
C12 4.48585 3.09216 2.96306  -0.938
H19 6.49244 -0.61781 3.76803  0.311
H20 6.02558 -2.19282 3.10452  0.368
H21 5.13097 -1.51923 4.44146  0.206
H22 6.20705 0.23336 1.28438  0.340
H23 4.66823 -0.19123 0.50465  0.257
H24 5.80868 -1.46250 0.93446  0.393
H25 2.29254 -1.93027 3.67120  0.340
H26 1.82862 -1.48662 5.32268  0.384
H27 3.49022 -1.84185 4.97229  0.276
H28 0.77456 0.36768 3.72408  0.427
H29 1.66597 1.82463 4.16320  0.280
H30 1.15975 0.70794 5.42985  0.420
H31 3.78739 2.29435 5.50262  0.281
H32 5.51773 2.62188 5.26553  0.411
H33 4.96702 0.97417 5.53086  0.263
H34 3.52613 3.56569 3.20105  0.291
H35 4.55180 2.99438 1.87911  0.302
H36 5.28874 3.75649 3.28310  0.377
C13 -6.22129 -5.06808 -2.77928  -1.131
C14 -4.89739 -4.28379 -2.65140  -0.309
C15 -3.80265 -4.82215 -3.58737  -0.705
C16 -3.91003 -4.27772 -5.01906  -0.574
O3 -2.79576 -3.45226 -5.37045  -0.407
P3 -2.76703 -1.86783 -4.96518  0.018
H37 -6.70542 -5.15116 -1.80601  0.350
H38 -6.92515 -4.53947 -3.42399  0.306
H39 -6.04891 -6.06633 -3.18094  0.280
H40 -4.53270 -4.38285 -1.62861  0.361
H41 -5.09790 -3.23859 -2.88501  0.235
H42 -3.82865 -5.91219 -3.58498  0.419
H43 -2.84034 -4.49056 -3.19177  0.364
H44 -4.85147 -3.73196 -5.14620  0.401
H45 -3.91267 -5.09178 -5.74528  0.297
H46 -3.32160 -1.79218 -3.66760  0.039
H47 -3.80470 -1.29523 -5.74614  0.029

Atoms 1-3, force components in eV/Å:
C 0.04 -0.01 0.44
N 0.07 0.15 -0.39
C -0.16 -0.19 -0.01

Computed properties:
Multiplicity   1
Net charge   0
SMILES   CN(C)P(=O)(N(C)C)N(C)C.CN(C)P(=O)(N(C)C)N(C)C.CCCCOP

***

2.
The following is a quantum chemistry calculation of a molecular structure, C16H48AlO20SY, from the OMol25 dataset.

Last column: Mulliken charge in e.
Element x y z (Å)
Y1 -1.18375 6.34789 -1.14902  1.839
Al1 -5.79333 -2.46539 1.39676  0.999
S1 -0.44994 1.84473 -0.23087  1.300
O1 -1.45324 0.83951 0.15787  -0.485
O2 -0.91337 2.54541 -1.39162  -0.505
O3 -0.28915 2.98442 0.65625  -0.521
O4 0.82700 1.26676 -0.47872  -0.464
C1 3.31081 5.56791 -3.28035  -0.363
C2 2.54023 6.16024 -4.49565  -0.473
O5 1.11649 5.97809 -4.29555  -0.496
O6 2.66885 6.17407 -2.08996  -0.505
H1 4.35433 5.88123 -3.24895  0.368
H2 3.18377 4.48540 -3.29208  0.252
H3 2.80839 5.74639 -5.46772  0.406
H4 2.77366 7.22464 -4.52116  0.262
H5 0.76248 5.75340 -5.15914  0.316
H6 3.30536 6.07499 -1.37817  0.297
C3 0.88072 -2.48779 6.84220  -0.472
C4 0.24545 -2.56933 5.44645  -0.279
O7 -1.14537 -2.75724 5.38309  -0.440
O8 0.99201 -3.79655 7.45473  -0.420
H7 0.20672 -1.89375 7.45940  0.318
H8 1.82109 -1.93661 6.84157  0.366
H9 0.69790 -3.35493 4.84129  0.277
H10 0.59585 -1.66336 4.95195  0.283
H11 -1.33436 -3.41317 6.05810  0.315
H12 0.12043 -4.19572 7.50570  0.320
C5 4.25908 3.32782 4.27303  -0.380
C6 5.55464 4.00565 3.67344  -0.254
O9 5.49140 4.07176 2.24468  -0.433
O10 3.17403 4.31051 4.19819  -0.421
H13 4.43267 3.09271 5.32311  0.300
H14 3.93068 2.38723 3.83082  0.354
H15 6.33991 3.27623 3.87193  0.291
H16 5.64925 4.97108 4.17054  0.321
H17 5.50243 3.19115 1.86256  0.322
H18 2.64192 4.06786 3.43689  0.292
C7 4.99460 -2.92523 -0.58821  -0.323
C8 5.85216 -1.84414 0.06033  -0.309
O11 5.52847 -0.52428 -0.39979  -0.431
O12 3.76050 -2.71094 -0.02390  -0.401
H19 5.36923 -3.89754 -0.26825  0.287
H20 4.88235 -2.92129 -1.67241  0.240
H21 6.93996 -1.90728 0.03186  0.367
H22 5.81945 -1.85550 1.14978  0.242
H23 4.58940 -0.40695 -0.56099  0.278
H24 3.55541 -1.79270 -0.21463  0.257
C9 -2.57777 -7.41764 -0.92739  -0.408
C10 -1.53233 -6.82527 0.11137  -0.295
O13 -1.69718 -5.45361 0.17855  -0.431
O14 -3.93624 -7.18015 -0.59453  -0.452
H25 -2.47719 -8.50053 -1.00048  0.358
H26 -2.39787 -6.91945 -1.88003  0.265
H27 -0.51750 -7.13556 -0.13752  0.364
H28 -1.65927 -7.22224 1.11854  0.269
H29 -0.80386 -5.11552 0.27495  0.340
H30 -4.20943 -7.87844 0.00495  0.347
C11 -5.14848 -0.71832 -4.35928  -0.503
C12 -6.33655 0.24278 -4.10019  -0.192
O15 -6.45921 0.49896 -2.72020  -0.469
O16 -5.25035 -2.02284 -3.71991  -0.481
H31 -4.21324 -0.29533 -3.99253  0.247
H32 -4.98847 -0.75941 -5.43669  0.349
H33 -7.15199 -0.39342 -4.44428  0.204
H34 -6.20474 1.10015 -4.76023  0.333
H35 -6.59693 1.43998 -2.58935  0.317
H36 -5.81514 -2.56548 -4.27504  0.329
C13 1.99679 -1.04549 -7.47198  -0.187
C14 1.11975 -0.70244 -6.28883  -0.551
O17 0.44698 0.54013 -6.31150  -0.504
O18 1.14758 -1.09815 -8.67087  -0.403
H37 2.68752 -1.87804 -7.33837  0.351
H38 2.56289 -0.11900 -7.56820  0.243
H39 1.62568 -0.83268 -5.33218  0.418
H40 0.40154 -1.51340 -6.16797  0.341
H41 0.19445 0.86610 -5.44457  0.298
H42 0.39057 -0.52652 -8.52331  0.332
C15 -5.39912 1.74277 6.08166  -0.357
C16 -4.54133 2.26537 4.87613  -0.372
O19 -5.27050 2.39031 3.68857  -0.528
O20 -5.71230 0.39875 5.91750  -0.511
H43 -6.29746 2.35698 6.14358  0.289
H44 -4.89843 1.85522 7.04331  0.341
H45 -3.75657 1.52719 4.71082  0.201
H46 -3.98740 3.18625 5.05848  0.371
H47 -5.29860 3.28421 3.33964  0.306
H48 -6.35499 0.16641 6.59172  0.341

Atoms 1-3, force components in eV/Å:
Y 1.15 -1.25 -0.39
Al -0.05 0.02 -0.03
S -0.89 -3.28 1.75

Computed properties:
Multiplicity   1
Net charge   +4

***

3.
The following is a quantum chemistry calculation of a molecular structure, C16H48AlO28S3Y, from the OMol25 dataset.

Last column: Mulliken charge in e.
Element x y z (Å)
Y1 -3.46328 12.72182 -26.26779  1.878
Al1 -10.15827 15.56969 -28.80371  1.002
S1 -7.66272 14.03703 -24.11660  1.078
O1 -8.76242 14.65152 -24.82912  -0.647
O2 -6.97542 15.02178 -23.35574  -0.560
O3 -8.16442 13.08076 -23.17430  -0.604
O4 -6.75105 13.35612 -25.00662  -0.487
S2 -4.53358 16.90862 -28.57776  1.168
O5 -4.09106 15.97547 -27.60777  -0.514
O6 -4.06442 18.22137 -28.12281  -0.528
O7 -3.82741 16.46697 -29.82222  -0.503
O8 -5.96074 16.84300 -28.69000  -0.521
S3 -6.34180 11.48339 -29.93622  1.179
O9 -5.50656 11.52007 -28.78178  -0.547
O10 -6.55477 10.09241 -30.22333  -0.580
O11 -7.59647 12.24604 -29.81101  -0.504
O12 -5.55578 12.14426 -31.01104  -0.489
C1 -5.03774 21.15174 -24.54732  -0.547
C2 -5.26814 20.06498 -23.47121  -0.267
O13 -4.83677 18.88558 -23.86354  -0.430
O14 -5.81066 20.82650 -25.74376  -0.518
H1 -3.99191 21.25776 -24.83560  0.298
H2 -5.31162 22.14104 -24.18072  0.323
H3 -6.30219 20.10395 -23.12866  0.310
H4 -4.73755 20.37433 -22.57072  0.247
H5 -5.43624 18.15149 -23.71070  0.286
H6 -5.24548 20.24138 -26.25347  0.294
C3 -0.43166 13.34799 -22.96890  -0.575
C4 -1.22708 14.65607 -22.67778  -0.317
O15 -2.47222 14.38650 -23.40819  -0.406
O16 -0.45353 12.95700 -24.31064  -0.424
H7 -0.79809 12.45251 -22.46697  0.288
H8 0.55636 13.51225 -22.53882  0.413
H9 -0.75284 15.44961 -23.25525  0.276
H10 -1.17292 14.77797 -21.59597  0.337
H11 -3.14272 15.01911 -23.14018  0.234
H12 0.42267 12.74989 -24.64376  0.257
C5 -3.49680 8.87277 -23.91405  -0.344
C6 -2.13921 8.76336 -24.77156  -0.563
O17 -2.32597 9.44358 -26.02555  -0.419
O18 -3.87958 10.18106 -23.94916  -0.391
H13 -3.17663 8.46331 -22.95597  0.336
H14 -4.25408 8.31532 -24.46531  0.307
H15 -1.87665 7.70907 -24.85907  0.402
H16 -1.33545 9.24349 -24.21341  0.265
H17 -1.92710 8.91638 -26.72165  0.263
H18 -4.48835 10.36424 -23.22981  0.240
C7 -6.51990 12.17110 -18.33485  -0.469
C8 -5.16670 11.96761 -18.78356  -0.134
O19 -5.02761 10.62385 -19.31014  -0.538
O20 -7.51151 11.37844 -19.09517  -0.598
H19 -6.70957 13.24410 -18.30684  0.326
H20 -6.68124 11.84101 -17.30863  0.289
H21 -4.47292 12.27783 -18.00218  0.280
H22 -5.02923 12.62442 -19.64252  0.157
H23 -5.91434 10.26457 -19.23124  0.376
H24 -7.65649 11.88467 -19.89785  0.314
C9 -11.72560 17.91275 -20.87629  -0.247
C10 -12.93796 18.88680 -21.03252  -0.457
O21 -12.44927 20.22742 -21.24565  -0.535
O22 -11.36059 17.73400 -22.28707  -0.518
H25 -11.98584 16.99093 -20.35607  0.318
H26 -10.84165 18.34479 -20.40715  0.254
H27 -13.57726 18.67862 -20.17457  0.346
H28 -13.65509 18.61518 -21.80715  0.248
H29 -11.98769 20.19890 -22.08691  0.333
H30 -10.58989 17.17230 -22.39718  0.256
C11 -13.03274 11.39919 -20.30476  -0.253
C12 -13.06576 11.70361 -21.81560  -0.428
O23 -12.05331 11.17298 -22.61413  -0.485
O24 -13.67329 10.11158 -20.03174  -0.532
H31 -13.70664 12.10317 -19.81648  0.266
H32 -12.03705 11.54817 -19.88703  0.271
H33 -13.01114 12.78537 -21.93774  0.252
H34 -13.98918 11.19308 -22.08901  0.339
H35 -11.21821 11.53817 -22.31276  0.281
H36 -13.14361 9.42880 -20.44990  0.289
C13 -14.78490 15.21054 -25.91306  -0.254
C14 -15.34684 15.25883 -27.32405  -0.550
O25 -14.81908 14.24167 -28.13923  -0.497
O26 -13.44222 15.64398 -25.90216  -0.500
H37 -15.05005 14.22129 -25.53997  0.258
H38 -15.32683 15.85368 -25.21967  0.324
H39 -15.23714 16.26892 -27.71874  0.285
H40 -16.42483 15.19039 -27.17794  0.330
H41 -15.46802 13.53578 -28.18627  0.317
H42 -13.02118 15.59653 -25.04072  0.286
C15 -5.11648 17.19615 -17.34975  -0.313
C16 -5.83766 17.82504 -18.55374  -0.210
O27 -6.82983 16.99416 -19.11009  -0.463
O28 -4.72497 18.15482 -16.31350  -0.566
H43 -4.32803 16.45407 -17.47529  0.232
H44 -5.98004 16.79735 -16.81747  0.255
H45 -4.96365 18.01057 -19.17805  0.185
H46 -6.22456 18.79962 -18.25605  0.275
H47 -6.57835 16.83161 -20.02219  0.302
H48 -4.79320 17.79866 -15.42463  0.304

Atoms 1-3, force components in eV/Å:
Y -2.08 0.31 0.36
Al 0.36 -0.22 0.37
S -3.07 0.99 1.02

Computed properties:
Multiplicity   1
Net charge   0

***

| no. | HOMO energy (Ha) | F_max (Eh/bohr) |
| --- | --- | --- |
| 1 | -0.300 | 0.0731 |
| 2 | -0.611 | 0.0940 |
| 3 | -0.277 | 0.1194 |